1.
A 3-piece molecular cluster, C2H12N2O2 overall in a non-equilibrium geometry. Source: OMol25; level of theory: ωB97M-V with the def2-TZVPD basis set.

Output
Kohn-Sham gap (alpha / beta) = 10.6 / 4.9 eV
Net charge = +1
2S+1 = 2

Geometry as XYZ:
```
18
C2H12N2O2 ωB97M-V with the def2-TZVPD basis set
C -1.374 0.749 0.219
C -0.112 1.050 0.958
N -0.324 1.288 2.408
N -1.230 0.394 -1.151
H -2.065 1.618 0.377
H -2.117 0.044 0.675
H 0.387 1.913 0.519
H 0.509 0.160 0.767
H -0.524 0.370 2.807
H 0.642 1.396 2.725
H -2.092 0.559 -1.670
H -0.814 -0.538 -1.245
H 0.639 -2.532 0.658
H 1.839 -2.650 -0.272
O 0.929 -2.879 -0.170
H 0.782 0.443 -1.928
H 1.507 -0.781 -2.369
O 1.663 0.066 -1.976
```


2.
A 3-piece molecular cluster, C2H12N2O2 overall in a non-equilibrium geometry. Source: OMol25; level of theory: ωB97M-V with the def2-TZVPD basis set.

Output
Kohn-Sham gap (alpha / beta) = 10.6 / 5.4 eV
Net charge = +1
2S+1 = 2

Geometry as XYZ:
```
18
C2H12N2O2 ωB97M-V with the def2-TZVPD basis set
C -1.266 0.448 2.346
N -0.101 -0.264 1.509
C -0.321 -1.025 0.231
N 0.737 -0.786 -0.767
H -0.767 1.049 3.138
H -2.019 1.133 1.817
H -1.769 -0.448 2.704
H 0.526 0.411 1.424
H -1.250 -1.018 -0.266
H -0.094 -1.942 0.767
H 0.681 0.176 -1.175
H 1.703 -0.908 -0.368
H 0.767 -2.116 -3.361
H 1.995 -2.841 -3.242
O 1.213 -2.787 -3.833
H 0.548 3.968 0.100
H -0.722 3.616 -0.618
O 0.139 3.333 -0.407
```


In order of appearance, relative energy (zero: lowest compared OMol25 entry of this formula, charge and spin) = 1.496; 1.943 eV.
In order of appearance, E_tot = -343.0088; -342.9924 Ha.